ORCA calculation (wB97M-V/def2-TZVPD) on a single C11H9FN3O3PS molecule in a non-equilibrium geometry.

XYZ file:
```
29
Properties=species:S:1:pos:R:3:nbo_charge:R:1
N 3.33315 1.98824 0.00518 -0.388
C 2.93793 1.08390 -0.61147 0.540
O 2.41592 0.02331 -1.19672 -0.460
C 1.03553 0.02584 -0.87156 0.296
C 0.55339 -0.75922 0.15367 -0.441
P 1.66057 -1.88488 1.11975 1.791
O 1.89918 -1.30014 2.61597 -0.945
O 3.16280 -1.94010 0.45744 -0.956
S 1.00352 -3.70412 1.13359 -0.573
C -0.87043 -0.67767 0.46272 0.048
C -1.55566 -1.44337 1.59961 -0.484
C -1.85909 -0.38166 2.71574 0.070
F -1.99313 -0.98717 3.95081 -0.355
C -1.66923 0.13661 -0.30052 -0.196
C -1.18154 0.94570 -1.38243 0.122
N -2.07825 1.74349 -2.03583 -0.342
C -1.47632 2.42092 -2.98804 0.029
C -0.07527 2.35495 -3.31603 0.013
N 0.77903 1.60669 -2.66086 -0.351
C 0.19541 0.88300 -1.66401 0.104
H 2.44757 -0.49889 2.52085 0.508
H 3.01130 -2.41187 -0.37938 0.513
H -2.50268 -1.84914 1.20624 0.229
H -0.92231 -2.20325 2.07233 0.263
H -0.99102 0.30827 2.71567 0.156
H -2.73213 0.23804 2.44940 0.164
H -2.73953 0.19527 -0.06377 0.232
H -2.10147 3.10018 -3.58544 0.204
H 0.31275 2.98707 -4.12292 0.210
```

**Charge**: 0
**2S+1**: 1
**Orbital gap**: 7.88 eV
**SMILES string**: N#COc1c(P(O)(O)=S)c(CCF)cc2nccnc12
**Electronic energy**: -45007.41981 eV

---

ORCA calculation (wB97M-V/def2-TZVPD) on a single C11H9IO3 molecule in a non-equilibrium geometry.

XYZ file:
```
24
Properties=species:S:1:pos:R:3:nbo_charge:R:1
C -2.71666 2.98994 0.21413 -0.203
C -1.48165 3.24456 0.88320 -0.208
C -2.96270 1.72117 -0.37150 -0.225
C -0.57133 2.20836 0.89223 -0.213
C -2.04380 0.71425 -0.32379 -0.189
C -0.83867 0.95979 0.34829 -0.070
C 0.28557 -0.11506 0.50227 0.195
C 1.57920 0.07034 0.39507 -0.396
C 0.56984 -2.49183 0.68939 0.709
C 1.85538 -2.24183 0.11862 0.313
C 1.83483 -2.32723 -1.38303 -0.694
O 0.12067 -3.55916 0.98871 -0.505
O -0.28533 -1.37494 0.65660 -0.497
O 2.99617 -2.76365 0.66038 -0.638
I 2.99869 1.32771 -0.10666 0.300
H -3.51769 3.73900 0.19473 0.218
H -1.28662 4.17499 1.46907 0.227
H -3.70628 1.50703 -1.19992 0.223
H 0.28318 2.23463 1.64303 0.222
H -2.13605 -0.25313 -0.87315 0.226
H 0.98234 -1.71289 -1.77160 0.246
H 1.68861 -3.37781 -1.75589 0.241
H 2.73001 -1.79643 -1.84780 0.234
H 3.62228 -2.87781 -0.02239 0.483
```

**Charge**: 0
**2S+1**: 1
**Orbital gap (spin up / spin down)**: 8.18 / 8.18 eV
**Electronic energy**: -25791.86213 eV
**Energy above the lowest of the compared OMol25 structures with the same formula, charge and spin**: 48.3 kcal per mole

---

ORCA calculation (wB97M-V/def2-TZVPD) on a single C12H10 molecule in a non-equilibrium geometry.

XYZ file:
```
22
Properties=species:S:1:pos:R:3:nbo_charge:R:1
C -2.92243 1.94775 -0.28372 -0.221
C -2.99614 0.60286 -0.50333 -0.210
C -1.86279 -0.22176 -0.45024 -0.200
C -0.55301 0.41478 -0.08739 -0.020
C 0.62063 -0.42860 -0.00788 -0.058
C 1.53533 -0.34920 1.09763 -0.206
C 2.55675 -1.06332 1.17410 -0.164
C 2.98035 -1.92285 0.21850 -0.183
C 2.13909 -2.05335 -0.92436 -0.149
C 0.97427 -1.22122 -1.02797 -0.193
C -0.64627 1.79178 0.24362 -0.216
C -1.78757 2.53042 0.22927 -0.204
H -3.76972 2.53464 -0.36769 0.208
H -3.99905 0.04505 -0.96015 0.216
H -1.76681 -1.32030 -0.59725 0.221
H 1.06240 0.30199 2.07258 0.217
H 3.30814 -1.13697 2.25293 0.186
H 3.71812 -2.28508 0.48663 0.168
H 2.48148 -2.47512 -1.65013 0.169
H 0.49883 -1.41981 -1.83806 0.200
H 0.38258 2.15768 0.47437 0.216
H -1.95418 3.57063 0.44855 0.221
```

**Charge**: 0
**2S+1**: 1
**Orbital gap**: 9.27 eV
**SMILES string**: c1ccc(-c2ccccc2)cc1
**Electronic energy**: -12600.78208 eV
**Energy above the lowest of the compared OMol25 structures with the same formula, charge and spin**: 112.4 kcal per mole

---

ORCA calculation (wB97M-V/def2-TZVPD) on 2 unconnected molecules or ions with the total composition C12H10 in a non-equilibrium geometry.

XYZ file:
```
22
Properties=species:S:1:pos:R:3:nbo_charge:R:1
C 2.07236 -3.59755 1.42965 -0.438
C 1.79127 -2.56153 0.90704 -0.106
C -1.48779 1.32293 2.25675 -0.194
C -1.90350 2.27561 1.36691 -0.217
C -0.61712 0.25661 1.98123 -0.194
C -1.53931 2.18598 0.05054 -0.199
C -0.23982 0.23851 0.65040 -0.189
C -0.62595 1.21950 -0.26541 0.029
C 0.48910 -0.69638 -0.09897 0.325
C 0.73509 -0.41546 -1.35497 -0.061
C 0.10858 0.93251 -1.64851 -0.438
C 1.26086 -1.41273 -2.38372 -0.622
H 2.56051 -4.42995 1.93189 0.236
H -2.05908 1.34403 3.27749 0.214
H -2.75277 3.03845 1.64001 0.219
H -0.28565 -0.38655 2.78596 0.245
H -1.90561 2.84748 -0.60219 0.210
H -0.45761 0.85662 -2.55742 0.237
H 0.94073 1.66605 -1.65144 0.252
H 1.03540 -0.92164 -3.29502 0.208
H 0.59232 -2.23223 -2.26247 0.240
H 2.28801 -1.53026 -2.15774 0.244
```

**Charge**: 0
**2S+1**: 1
**Orbital gap (spin up / spin down)**: 7.89 / 7.89 eV
**Electronic energy**: -12598.38689 eV
**Energy above the lowest of the compared OMol25 structures with the same formula, charge and spin**: 167.7 kcal per mole

---

Look up the electronic energy of the third one. -12600.78208 eV

---

What is the charge in the fourth record? 0

---

The lowest electronic energy belongs to which entry? C11H9FN3O3PS